81
Properties=species:S:1:pos:R:3:forces:R:3 method="wB97M-V/def2-TZVPD" e_above_lowest_kj_mol=19.3 gap_ev=7.74 e_tot_ha=-3225.05479 charge=+2
Ti 1.30336 -0.69851 0.26753 0.18 -0.52 0.13
C 1.44014 -1.04664 3.82699 0.01 0.00 -0.01
C 2.13428 -0.45731 2.63144 0.04 0.05 0.00
C 1.71114 0.79019 2.10922 -0.01 0.12 -0.03
C 0.50835 1.45923 2.72492 0.02 0.00 -0.03
C 2.41061 1.36705 1.02336 -0.20 0.23 0.19
C 2.05716 2.73087 0.49049 -0.01 0.00 0.05
C 3.51175 0.69259 0.45198 0.14 -0.10 -0.01
C 4.29542 1.34928 -0.65343 -0.02 -0.02 -0.03
C 3.95705 -0.52871 1.00174 -0.10 0.06 -0.01
C 5.19118 -1.19975 0.47851 -0.03 0.00 -0.03
C 3.23123 -1.13120 2.05041 -0.10 0.08 -0.07
C 3.61981 -2.49305 2.54797 -0.04 -0.02 -0.03
H 0.56609 -1.63123 3.52869 0.00 0.00 0.01
H 1.11532 -0.26487 4.50917 -0.02 0.00 -0.01
H 2.10547 -1.70523 4.37687 0.00 0.00 0.00
H 0.80664 2.03218 3.60585 -0.01 0.01 0.00
H -0.22417 0.72079 3.04614 0.00 0.00 0.01
H 0.01643 2.13640 2.03375 -0.01 0.00 0.01
H 1.71813 2.67938 -0.54489 0.01 0.01 0.00
H 2.94164 3.36848 0.51344 0.01 0.00 -0.01
H 1.29034 3.22265 1.07707 0.00 0.00 -0.01
H 5.08755 1.96552 -0.21896 0.00 0.00 -0.01
H 3.67874 2.00314 -1.26297 0.01 0.01 0.01
H 4.77285 0.62282 -1.30455 -0.01 0.02 0.02
H 5.87389 -0.48819 0.02507 0.00 -0.01 -0.01
H 4.93330 -1.96123 -0.26387 0.01 -0.01 -0.01
H 5.72609 -1.69865 1.28297 0.00 0.00 0.01
H 4.26799 -2.40615 3.42427 0.01 0.00 0.00
H 4.15976 -3.05827 1.79330 -0.01 -0.01 0.00
H 2.74392 -3.06841 2.83840 0.00 0.00 0.01
C -6.25537 -0.81447 0.62020 0.02 0.00 -0.03
C -5.69247 0.57499 0.38238 -0.11 -0.06 -0.02
C -6.33654 1.25891 -0.81229 0.01 0.02 0.01
C -5.84504 2.69070 -0.91942 0.02 -0.04 -0.01
C -4.34148 2.73129 -0.93840 -0.10 0.06 0.00
C -3.68151 3.80903 -1.47856 0.00 0.05 -0.01
C -2.28855 3.84257 -1.52443 0.03 -0.05 0.02
F -1.69231 4.91417 -2.03933 -0.01 0.01 0.00
C -1.52813 2.80309 -1.07419 -0.02 0.01 -0.01
C -2.17334 1.68274 -0.52894 0.09 0.01 -0.01
C -1.39722 0.55957 -0.07165 -0.13 0.12 -0.04
O -0.10445 0.56960 -0.24622 -0.02 0.12 0.02
C -2.08614 -0.48382 0.52708 0.23 -0.03 -0.02
C -3.46998 -0.43693 0.62280 -0.13 -0.01 0.02
N -4.20087 0.56050 0.17037 0.01 -0.01 0.02
C -3.58038 1.65653 -0.42968 0.16 0.04 -0.04
C -1.40659 -1.65463 1.13064 -0.36 -0.16 0.16
O -2.00211 -2.54179 1.67207 0.10 0.04 -0.02
O -0.07496 -1.61908 1.05376 0.30 0.07 0.03
H -7.33986 -0.73123 0.66047 -0.01 0.01 -0.01
H -5.94275 -1.25712 1.56459 0.01 0.01 0.00
H -6.00269 -1.48979 -0.19963 -0.01 -0.01 0.02
H -5.85184 1.19202 1.27131 0.03 0.01 0.00
H -7.41708 1.23908 -0.68149 0.00 -0.02 0.01
H -6.10885 0.69893 -1.72388 0.00 -0.02 0.01
H -6.21596 3.27239 -0.07079 0.02 0.01 0.01
H -6.22733 3.17197 -1.81896 -0.01 0.00 0.00
H -4.23447 4.64822 -1.88220 -0.02 -0.01 0.01
H -0.45166 2.84666 -1.12351 0.00 0.00 -0.01
H -3.97218 -1.26563 1.09875 -0.01 0.01 0.00
C 1.27945 1.10684 -3.08663 0.02 0.00 0.05
P 1.53637 -0.48609 -2.25995 0.10 0.08 -0.32
C 0.13489 -1.49820 -2.81698 -0.01 0.00 0.05
C 2.98595 -1.20771 -3.06867 0.04 0.01 0.07
H 1.20687 0.94896 -4.16370 0.00 -0.03 0.00
H 2.11222 1.78432 -2.89899 -0.02 0.00 0.01
H 0.35472 1.55864 -2.73416 0.00 0.02 -0.01
H 0.12409 -1.53991 -3.90711 0.02 0.02 0.00
H -0.80268 -1.05784 -2.47551 0.00 -0.02 0.00
H 0.21411 -2.51250 -2.42826 -0.01 -0.01 0.02
H 2.80834 -1.26459 -4.14354 -0.03 0.01 0.00
H 3.18266 -2.20692 -2.68331 0.02 0.00 0.00
H 3.86565 -0.58669 -2.89967 -0.03 -0.02 0.00
F 0.11823 -4.18975 -0.55829 0.08 -0.03 0.00
C 1.27950 -4.53485 0.03335 -0.08 0.12 0.10
F 1.55921 -5.78288 -0.26077 0.00 -0.03 -0.03
F 1.11688 -4.41553 1.35719 -0.01 -0.01 0.02
C 2.39853 -3.57289 -0.43846 -0.09 -0.31 -0.23
O 3.40123 -3.96756 -0.95185 0.02 0.13 0.08
O 2.09448 -2.30654 -0.23644 0.02 -0.01 -0.07